# 1
Entry from the Open Molecules 2025 dataset: a 2-piece molecular cluster, C7H16N overall (ωB97M-V with the def2-TZVPD basis set).

Each atom is followed by the atoms it is bonded to, with distances in Å.
CARTESIAN COORDINATES (ANGSTROEM)
1 C 1.98347 0.79183 0.31683  C2 1.485, N8 1.435, H9 1.143, H10 1.100
2 C 1.32015 0.41021 -0.95535  C1 1.485, C3 1.587, H11 1.097, H12 1.105
3 C 0.69007 -1.03381 -1.14863  C2 1.587, C4 1.559, H13 1.175, H14 1.071
4 C -0.30278 -1.42496 -0.01220  C3 1.559, C5 1.504, H15 1.136, H16 1.135
5 C -1.14887 -0.25396 0.40509  C4 1.504, C6 1.354
6 C -2.48403 -0.28516 0.18032  C5 1.354, C7 1.524, H18 1.072
7 C -3.36832 0.88968 0.58061  C6 1.524, H19 1.147, H20 1.104, H21 1.081
8 N 3.09103 -0.00254 0.76434  C1 1.435, H22 1.001, H24 1.020
9 H 2.26119 1.88404 0.12446  C1 1.143
10 H 1.18057 0.71959 1.06590  C1 1.100
11 H 0.46459 1.03559 -1.23846  C2 1.097
12 H 2.14279 0.58407 -1.67217  C2 1.105
13 H 1.36378 -1.99646 -1.17357  C3 1.175
14 H 0.30480 -1.07665 -2.14727  C3 1.071
15 H 0.31492 -1.87112 0.82995  C4 1.136
16 H -1.03889 -2.22711 -0.33247  C4 1.135
17 H -1.16712 3.33265 -0.66633  H23 0.763
18 H -2.94122 -1.03964 -0.42933  C6 1.072
19 H -4.07034 1.21588 -0.26637  C7 1.147
20 H -3.96457 0.66592 1.48292  C7 1.104
21 H -2.79141 1.75290 0.88113  C7 1.081
22 H 3.07537 -0.99954 0.67498  N8 1.001
23 H -0.64963 3.11797 -0.14891  H17 0.763
24 H 3.73978 0.35674 1.46511  N8 1.020

* gap between HOMO and LUMO: 4.691 eV
* net charge: +1

Let us look at the natural (NBO) charges, expressed in e, one per atom: atom 1 (C): -0.214, atom 2 (C): -0.416, atom 3 (C): -0.412, atom 4 (C): -0.538, atom 5 (C): 0.474, atom 6 (C): -0.271, atom 7 (C): -0.659, atom 8 (N): -0.777, atom 9 (H): 0.246, atom 10 (H): 0.170, atom 11 (H): 0.233, atom 12 (H): 0.243, atom 13 (H): 0.228, atom 14 (H): 0.235, atom 15 (H): 0.264, atom 16 (H): 0.332, atom 17 (H): 0.024, atom 18 (H): 0.305, atom 19 (H): 0.262, atom 20 (H): 0.261, atom 21 (H): 0.239, atom 22 (H): 0.387, atom 23 (H): -0.023, atom 24 (H): 0.408



# 2
Entry from the Open Molecules 2025 dataset: an isolated ion of composition C8H19N4 and charge +1 (ωB97M-V with the def2-TZVPD basis set).

Each atom is followed by the atoms it is bonded to, with distances in Å.
CARTESIAN COORDINATES (ANGSTROEM)
1 H -1.17734 -5.25708 0.73347  N2 1.116
2 N -1.04928 -4.88680 1.77893  H1 1.116, N3 1.373
3 N -0.71364 -3.55546 1.81579  N2 1.373, C4 1.435, N5 1.293
4 C -0.33330 -3.18548 3.14959  N3 1.435, H14 1.075, H15 1.061, H16 1.121
5 N -0.16266 -2.85388 0.87994  N3 1.293, N6 1.191
6 N -0.42740 -1.81276 0.36646  N5 1.191, C7 1.392
7 C 0.41189 -1.38926 -0.65969  N6 1.392, C8 1.522, C9 1.641, H17 1.186
8 C 1.59626 -2.30117 -0.94660  C7 1.522, H18 1.077, H19 1.044, H20 1.087
9 C 0.87729 0.18198 -0.58083  C7 1.641, C10 1.537, H21 1.020, H22 1.143
10 C -0.25446 1.22252 -0.58749  C9 1.537, C11 1.463, H23 1.065, H24 1.081
11 C 0.40319 2.52351 -0.71065  C10 1.463, C12 1.568, H25 1.067, H26 1.116
12 C -0.43923 3.72450 -0.15669  C11 1.568, C13 1.581, H27 1.099, H28 1.141
13 C 0.16234 5.13304 -0.54868  C12 1.581, H29 1.086, H30 1.081, H31 1.099
14 H 0.68936 -2.96933 3.40052  C4 1.075
15 H -0.77268 -3.85330 3.84744  C4 1.061
16 H -0.99092 -2.29921 3.34371  C4 1.121
17 H -0.29483 -1.48682 -1.60765  C7 1.186
18 H 2.28641 -1.77967 -1.58811  C8 1.077
19 H 2.12111 -2.77006 -0.17564  C8 1.044
20 H 1.15036 -3.14503 -1.46709  C8 1.087
21 H 1.59661 0.31738 -1.29190  C9 1.020
22 H 1.44820 0.34919 0.39538  C9 1.143
23 H -0.80069 1.15294 0.32373  C10 1.065
24 H -0.86707 1.08788 -1.46774  C10 1.081
25 H 0.59905 2.63083 -1.75423  C11 1.067
26 H 1.35440 2.71299 -0.15848  C11 1.116
27 H -1.40799 3.50175 -0.62620  C12 1.099
28 H -0.40478 3.68019 0.98313  C12 1.141
29 H 1.19277 5.23947 -0.22188  C13 1.086
30 H 0.08803 4.95899 -1.61306  C13 1.081
31 H -0.44407 5.98616 -0.21220  C13 1.099

* gap between HOMO and LUMO (alpha / beta): 7.174 / 6.851 eV
* net charge: +1

Let us look at the natural (NBO) charges, expressed in e, one per atom: atom 1 (H): 0.367, atom 2 (N): -0.220, atom 3 (N): 0.124, atom 4 (C): -0.467, atom 5 (N): 0.033, atom 6 (N): 0.037, atom 7 (C): -0.113, atom 8 (C): -0.648, atom 9 (C): -0.338, atom 10 (C): -0.416, atom 11 (C): -0.405, atom 12 (C): -0.375, atom 13 (C): -0.610, atom 14 (H): 0.267, atom 15 (H): 0.272, atom 16 (H): 0.247, atom 17 (H): 0.272, atom 18 (H): 0.244, atom 19 (H): 0.229, atom 20 (H): 0.220, atom 21 (H): 0.219, atom 22 (H): 0.213, atom 23 (H): 0.209, atom 24 (H): 0.210, atom 25 (H): 0.200, atom 26 (H): 0.202, atom 27 (H): 0.197, atom 28 (H): 0.194, atom 29 (H): 0.208, atom 30 (H): 0.204, atom 31 (H): 0.224



# 3
Entry from the Open Molecules 2025 dataset: a single C5H9NO molecule (ωB97M-V with the def2-TZVPD basis set).

Each atom is followed by the atoms it is bonded to, with distances in Å.
CARTESIAN COORDINATES (ANGSTROEM)
1 C 1.19514 1.95534 0.21936  C2 1.488, H8 1.094, H9 1.094, H10 1.095
2 C 0.40344 0.76310 0.62784  C1 1.488, C3 1.630, C6 1.479, H11 1.083
3 C 0.69010 -0.68030 -0.07235  C2 1.630, C4 1.502, C6 1.489, H12 1.086
4 C -0.57336 -1.41995 -0.40603  C3 1.502, N5 1.462, C6 1.528, H13 1.088
5 N -1.26830 -2.21400 0.60625  C4 1.462, H14 1.018, H15 1.018
6 C -0.55841 0.10280 -0.28153  C2 1.479, C3 1.489, C4 1.528, O7 1.418
7 O -0.88615 0.76552 -1.49138  C6 1.418, H16 0.969
8 H 2.09487 2.04005 0.83647  C1 1.094
9 H 1.51225 1.90269 -0.82632  C1 1.094
10 H 0.61146 2.87010 0.36404  C1 1.095
11 H 0.17958 0.70569 1.68628  C2 1.083
12 H 1.22716 -1.21567 0.70496  C3 1.086
13 H -0.64718 -1.79062 -1.42678  C4 1.088
14 H -2.23005 -2.38603 0.31895  N5 1.018
15 H -0.83504 -3.13103 0.69210  N5 1.018
16 H -0.91553 1.73229 -1.55184  O7 0.969

* gap between HOMO and LUMO: 8.252 eV

Let us look at the natural (NBO) charges, expressed in e, one per atom: atom 1 (C): -0.644, atom 2 (C): -0.152, atom 3 (C): -0.589, atom 4 (C): -0.025, atom 5 (N): -0.848, atom 6 (C): 0.388, atom 7 (O): -0.715, atom 8 (H): 0.228, atom 9 (H): 0.232, atom 10 (H): 0.220, atom 11 (H): 0.213, atom 12 (H): 0.291, atom 13 (H): 0.197, atom 14 (H): 0.358, atom 15 (H): 0.356, atom 16 (H): 0.489



Computed values of max |F| (unit: eV/A) for the preceding records, in sequence: 7.52 6.73 4.23.
Computed values of energy relative to the best compared isomer or geometry (same formula, charge and spin) (unit: kcal per mole) for the preceding records, in sequence: 166.8 181.7 145.5.